15
Properties=species:S:1:pos:R:3:forces:R:3:nbo_charge:R:1 method="wB97M-V/def2-TZVPD" smiles=C#CCOCCO charge=0 e_homo_ha=-0.3554
C -0.487 -2.657 2.279 -0.48 0.60 0.00 -0.24
C -0.799 -1.846 1.442 0.65 -1.31 -0.29 -0.03
C -1.047 -0.584 0.792 -0.62 0.29 0.88 -0.14
O 0.129 -0.043 0.237 -0.08 0.03 0.31 -0.53
C -0.022 1.155 -0.519 -0.12 0.11 -0.03 -0.09
C 1.188 1.287 -1.435 -0.10 0.27 0.26 -0.08
O 1.265 0.227 -2.358 0.05 -0.27 0.12 -0.71
H -0.418 -2.934 3.302 0.27 -0.71 -0.05 0.24
H -1.895 -0.447 0.116 0.07 -0.61 -0.14 0.20
H -1.431 -0.270 1.816 0.49 1.85 -1.07 0.22
H -0.930 1.106 -1.139 0.08 -0.05 0.13 0.17
H -0.095 2.021 0.154 0.00 -0.07 -0.11 0.17
H 1.102 2.210 -2.022 -0.04 -0.16 0.17 0.18
H 2.103 1.362 -0.828 -0.12 -0.05 -0.07 0.17
H 1.337 -0.586 -1.839 -0.04 0.07 -0.13 0.47

=====

15
Properties=species:S:1:pos:R:3:forces:R:3:nbo_charge:R:1 method="wB97M-V/def2-TZVPD" smiles="O=C1CC[C@@H]1CO" charge=0 e_homo_ha=-0.3490
O -0.996 -2.075 0.307 0.00 0.48 -0.18 -0.53
C -0.922 -0.892 0.100 0.06 -0.37 0.27 0.62
C -1.940 0.211 -0.203 -0.07 -0.07 0.03 -0.52
C -0.744 1.113 -0.622 0.15 0.17 -0.03 -0.39
C 0.251 0.070 -0.017 0.10 -0.12 -0.06 -0.41
C 1.655 -0.368 -0.418 0.05 -0.04 -0.23 -0.06
O 2.437 -0.172 0.772 0.96 -0.81 0.02 -0.73
H -2.675 -0.035 -0.975 0.11 0.04 0.13 0.23
H -2.468 0.547 0.699 0.14 -0.10 -0.18 0.24
H -0.692 2.088 -0.136 -0.08 -0.07 -0.07 0.21
H -0.723 1.272 -1.709 0.29 -0.25 0.30 0.21
H 0.645 0.335 0.973 -1.62 0.65 0.36 0.28
H 1.692 -1.418 -0.740 -0.03 0.26 -0.02 0.19
H 2.104 0.274 -1.183 -0.15 -0.16 0.08 0.19
H 2.342 -0.951 1.348 0.07 0.38 -0.42 0.47

=====

15
Properties=species:S:1:pos:R:3:forces:R:3:nbo_charge:R:1 method="wB97M-V/def2-TZVPD" smiles="C=C(O)[C@H]1C[C@@H]1O" charge=0 e_homo_ha=-0.3255
C -1.728 -0.771 -1.043 0.07 0.16 0.03 -0.54
C -1.063 -0.640 0.109 0.01 -0.09 -0.33 0.34
O -1.660 -0.756 1.334 0.07 0.18 0.02 -0.68
C 0.423 -0.358 0.046 -0.05 -0.12 -0.20 -0.33
C 0.735 0.948 -0.653 0.01 0.11 -0.09 -0.42
C 1.232 0.725 0.734 -0.35 0.14 -0.02 0.09
O 2.624 0.548 0.773 -0.01 -0.22 0.17 -0.71
H -2.781 -1.031 -1.125 0.17 0.04 0.20 0.20
H -1.196 -0.556 -1.964 -0.11 -0.16 0.08 0.21
H -2.620 -0.678 1.206 0.45 -0.18 0.07 0.48
H 1.044 -1.194 -0.257 -0.14 -0.08 0.04 0.24
H -0.168 1.533 -0.779 0.29 0.27 0.00 0.22
H 1.450 0.996 -1.474 -0.08 -0.09 0.33 0.23
H 0.815 1.286 1.570 -0.01 -0.09 -0.19 0.19
H 2.888 -0.041 1.493 -0.30 0.13 -0.11 0.47

=====

Frontier orbital gap, respectively: 10.54 10.33 9.69 eV.